No. 1
A molecular structure, C42H37GeKN2O4. Source: the Open Molecules 2025 dataset; level of theory: the ωB97M-V functional and the def2-TZVPD basis.

The charge is -2. The gap between HOMO and LUMO is 0.20587 Eh. The calculation puts the HOMO energy at -1.505 eV.

Element x y z (Å)
K: 0.02 -0.35 -0.94
C: 2.43 0.57 3.68
C: 1.02 0.48 3.16
C: 0.34 -0.74 3.16
C: -0.95 -0.84 2.66
C: -1.60 0.29 2.17
C: -0.92 1.50 2.14
C: 0.38 1.59 2.63
H: 3.15 0.16 2.97
H: 2.55 0.00 4.61
H: 2.72 1.60 3.88
H: 0.85 -1.63 3.53
H: -1.44 -1.80 2.59
H: -2.59 0.21 1.74
H: -1.39 2.36 1.68
H: 0.90 2.54 2.59
O: -1.35 -2.28 -0.04
C: -2.42 -2.81 -0.46
C: -2.66 -4.22 -0.33
C: -3.82 -4.83 -0.77
C: -4.84 -4.09 -1.37
C: -4.65 -2.73 -1.50
C: -3.50 -2.06 -1.08
C: -3.49 -0.62 -1.30
N: -2.55 0.22 -1.07
N: -2.89 1.53 -1.38
C: -1.87 2.35 -1.27
O: -0.67 2.12 -0.94
C: -2.22 3.79 -1.62
C: -3.49 4.18 -2.04
C: -3.77 5.51 -2.35
C: -2.78 6.47 -2.23
C: -1.51 6.10 -1.81
C: -1.23 4.77 -1.51
H: -1.87 -4.80 0.13
H: -3.93 -5.91 -0.65
H: -5.75 -4.57 -1.71
H: -5.44 -2.13 -1.96
H: -4.42 -0.22 -1.72
H: -4.25 3.41 -2.13
H: -4.76 5.79 -2.68
H: -2.99 7.51 -2.47
H: -0.73 6.85 -1.72
H: -0.25 4.45 -1.18
O: 3.85 -2.24 -1.65
C: 2.59 -2.33 -1.64
O: 1.80 -1.78 -2.43
C: 2.04 -3.19 -0.50
C: 2.74 -2.82 0.81
Ge: 4.61 -2.20 0.61
C: 6.16 -3.26 -0.04
C: 7.19 -3.58 0.85
C: 8.32 -4.28 0.44
C: 8.44 -4.68 -0.89
C: 7.43 -4.37 -1.78
C: 6.31 -3.67 -1.37
C: 4.68 -0.29 0.14
C: 5.86 0.33 -0.26
C: 5.89 1.69 -0.55
C: 4.73 2.46 -0.44
C: 3.54 1.85 -0.04
C: 3.53 0.49 0.25
C: 5.10 -2.08 2.58
C: 4.82 -3.15 3.44
C: 5.12 -3.11 4.79
C: 5.71 -1.98 5.34
C: 6.00 -0.90 4.51
C: 5.70 -0.96 3.15
H: 2.29 -4.23 -0.76
H: 0.95 -3.13 -0.40
H: 2.72 -3.65 1.52
H: 2.22 -2.00 1.32
H: 7.12 -3.27 1.88
H: 9.10 -4.51 1.15
H: 9.32 -5.23 -1.21
H: 7.51 -4.68 -2.82
H: 5.52 -3.43 -2.07
H: 6.77 -0.25 -0.37
H: 6.81 2.15 -0.88
H: 4.74 3.51 -0.67
H: 2.63 2.42 0.05
H: 2.60 0.04 0.56
H: 4.36 -4.05 3.04
H: 4.88 -3.96 5.43
H: 5.94 -1.93 6.40
H: 6.46 -0.01 4.92
H: 5.93 -0.10 2.53



No. 2
A gas-phase ion, C4H10S2 (charge +1) in a non-equilibrium geometry. Source: the Open Molecules 2025 dataset; level of theory: the ωB97M-V functional and the def2-TZVPD basis.

The charge is +1. The relative energy (zero: lowest compared OMol25 entry of this formula, charge and spin) is 19.75 kcal/mol. Its multiplicity is 2. The gap between HOMO and LUMO (alpha / beta) is 0.37869 / 0.25600 Eh. The calculation puts the HOMO energy (alpha / beta) at -14.868 / -14.994 eV.

Element x y z (Å)
C: -3.06 -0.64 0.18
C: -1.58 -0.17 0.14
S: -0.66 -1.60 -0.58
S: 1.10 -0.89 -1.45
C: 1.75 -0.01 0.05
C: 2.88 1.05 -0.10
H: -3.75 0.16 0.45
H: -3.27 -0.63 -0.89
H: -3.13 -1.57 0.71
H: -1.40 0.74 -0.42
H: -1.25 0.02 1.18
H: 2.04 -0.76 0.78
H: 0.85 0.57 0.26
H: 3.76 0.46 -0.44
H: 2.57 1.85 -0.75
H: 3.14 1.42 0.88



No. 3
4 unconnected molecules or ions with the total composition C3H13NO3 in a non-equilibrium geometry. Source: the Open Molecules 2025 dataset; level of theory: the ωB97M-V functional and the def2-TZVPD basis.

The relative energy (zero: lowest compared OMol25 entry of this formula, charge and spin) is 49.52 kcal/mol. As for the SMILES: C=NCC.O.O.O. The gap between HOMO and LUMO is 0.36565 Eh. The calculation puts the HOMO energy at -9.170 eV.

Element x y z (Å)
C: 0.90 -1.55 0.64
N: 1.28 -0.34 0.40
C: 1.84 -0.15 -1.01
C: 0.80 0.44 -1.94
H: -0.04 -1.84 1.11
H: 1.42 -2.45 0.27
H: 2.56 0.64 -0.79
H: 2.05 -1.18 -1.32
H: 0.41 1.44 -1.75
H: 1.36 0.49 -2.90
H: -0.10 -0.14 -2.20
O: 0.49 2.37 0.80
H: 0.77 1.50 0.42
H: 0.26 2.22 1.73
O: -2.05 0.86 0.80
H: -2.61 1.41 0.25
H: -1.35 1.40 1.18
O: -2.35 -1.84 1.29
H: -2.64 -0.91 1.29
H: -3.00 -2.37 1.75



No. 4
2 unconnected molecules or ions with the total composition C5H16N2OS in a non-equilibrium geometry. Source: the Open Molecules 2025 dataset; level of theory: the ωB97M-V functional and the def2-TZVPD basis.

The relative energy (zero: lowest compared OMol25 entry of this formula, charge and spin) is 48.95 kcal/mol. As for the SMILES: C[C@H](CCS)NCN.O. The gap between HOMO and LUMO is 0.34001 Eh. The calculation puts the HOMO energy at -8.529 eV.

Element x y z (Å)
C: -0.30 -1.52 -2.05
C: 0.11 -0.56 -0.97
C: 1.30 -1.35 0.03
C: 2.47 -0.34 0.36
S: 2.03 0.65 1.76
N: -1.03 -0.22 -0.21
C: -1.85 1.12 -0.43
N: -1.14 2.38 -0.08
H: -0.20 -2.57 -1.73
H: 0.28 -1.33 -2.93
H: -1.27 -1.25 -2.54
H: 0.57 0.38 -1.49
H: 0.76 -1.66 1.06
H: 1.65 -2.27 -0.53
H: 2.55 0.30 -0.61
H: 3.42 -0.88 0.58
H: 2.46 1.73 1.12
H: -0.76 -0.39 0.78
H: -2.25 1.03 -1.47
H: -2.71 1.03 0.29
H: -1.14 2.55 0.94
H: -0.24 2.39 -0.52
O: -1.52 0.55 3.16
H: -2.09 -0.13 3.18
H: -1.10 0.37 2.28



No. 5
C4H7NO in the gas phase in a non-equilibrium geometry. Source: the Open Molecules 2025 dataset; level of theory: the ωB97M-V functional and the def2-TZVPD basis.

The relative energy (zero: lowest compared OMol25 entry of this formula, charge and spin) is 62.55 kcal/mol. The gap between HOMO and LUMO is 0.39308 Eh. The calculation puts the HOMO energy at -9.785 eV.

Element x y z (Å)
C: -1.63 -0.30 0.18
C: -0.17 -0.16 -0.28
C: 0.60 1.15 0.13
C: 1.64 0.07 0.05
O: 2.35 -0.09 -0.92
N: 0.80 -0.95 0.56
H: -1.98 -1.33 0.10
H: -1.76 -0.01 1.24
H: -2.30 0.34 -0.41
H: 0.38 -0.30 -1.33
H: 0.73 1.93 -0.62
H: 0.28 1.52 1.10
H: 1.06 -1.86 0.18



No. 6
9 unconnected molecules or ions with the total composition C6H28N2O8 in a non-equilibrium geometry. Source: the Open Molecules 2025 dataset; level of theory: the ωB97M-V functional and the def2-TZVPD basis.

The relative energy (zero: lowest compared OMol25 entry of this formula, charge and spin) is 82.56 kcal/mol. As for the SMILES: C=NC(=C)C[C@H](C)N.O.O.O.O.O.O.O.O. The gap between HOMO and LUMO is 0.35897 Eh. The calculation puts the HOMO energy at -9.411 eV.

Element x y z (Å)
C: 2.10 -0.94 1.37
N: 1.88 0.27 1.85
C: 2.28 1.38 1.04
C: 3.55 1.76 0.85
C: 1.07 2.22 0.61
C: 0.54 1.88 -0.78
C: -0.67 2.77 -1.27
N: 0.10 0.43 -0.88
H: 1.40 -1.62 1.84
H: 2.79 -1.21 0.52
H: 4.31 1.21 1.21
H: 3.76 2.66 0.41
H: 1.18 3.38 0.76
H: 0.38 1.87 1.42
H: 1.31 2.15 -1.56
H: -0.24 3.73 -1.67
H: -1.00 2.21 -2.14
H: -1.55 2.95 -0.67
H: -0.48 0.16 -1.63
H: -0.20 -0.11 -0.04
O: -0.07 0.76 3.99
H: 0.28 0.20 3.32
H: -0.87 1.20 3.68
O: -3.64 -1.37 1.45
H: -3.98 -0.58 1.54
H: -4.03 -1.79 0.72
O: 2.02 0.75 -3.20
H: 2.73 1.36 -2.89
H: 1.79 0.40 -2.36
O: -2.49 -2.22 -2.96
H: -2.70 -2.91 -2.27
H: -1.58 -2.11 -2.99
O: -3.30 -0.10 -0.84
H: -2.37 0.01 -0.84
H: -3.25 -0.50 -1.70
O: 1.35 -2.09 -3.07
H: 1.91 -1.89 -2.28
H: 1.79 -1.37 -3.68
O: -0.44 -2.55 3.30
H: -1.23 -3.10 3.42
H: -0.34 -1.98 4.09
O: -1.37 -2.42 0.44
H: -2.00 -1.96 0.93
H: -0.72 -2.89 0.97